Record 1
This record from the OMol25 dataset describes a cluster of 2 separate species, C4H11NO2 in total. The level of theory is ωB97M-V with the def2-TZVPD basis set.

Values from the calculation:
structure (SMILES): CC(=O)O.CCN

Last column: natural (NBO) charge in e.
CARTESIAN COORDINATES (ANGSTROEM)
C (-2.4745, -0.5716, -1.0808)  -0.7395
C (-1.1318, -1.2878, -1.0362)  0.7850
O (-0.3512, -1.3401, -1.9739)  -0.6004
O (-0.8453, -2.0376, 0.0142)  -0.6985
H (-2.3941, 0.3301, -0.5046)  0.2397
H (-3.3377, -1.0362, -0.5998)  0.2486
H (-2.6436, -0.0860, -2.0743)  0.2519
H (0.1489, -2.1876, 0.1575)  0.5133
C (1.2568, 0.9426, 0.1903)  -0.6313
C (1.2156, 1.2780, 1.6767)  -0.2232
N (2.0314, 2.5116, 1.9177)  -0.8297
H (2.1256, 0.4400, -0.1576)  0.2172
H (1.1724, 1.8813, -0.4009)  0.2006
H (0.2866, 0.5127, 0.0581)  0.2032
H (0.2209, 1.5934, 2.0811)  0.1898
H (1.5588, 0.4499, 2.3513)  0.1925
H (3.0054, 2.3026, 1.7415)  0.3399
H (1.8237, 3.1906, 1.1742)  0.3410

Record 2
This record from the OMol25 dataset describes a cluster of 2 separate species, C4H11NO2 in total. The level of theory is ωB97M-V with the def2-TZVPD basis set.

Values from the calculation:
structure (SMILES): CC(N)=O.CCO

Last column: natural (NBO) charge in e.
CARTESIAN COORDINATES (ANGSTROEM)
C (-1.4304, 2.2956, 0.4060)  -0.7118
C (-1.6729, 0.8220, 0.0626)  0.6781
N (-1.5002, -0.0212, 1.1182)  -0.8211
O (-1.9791, 0.4454, -1.0418)  -0.6147
H (-1.1273, 2.3529, 1.4484)  0.1994
H (-2.3306, 2.8902, 0.2580)  0.2402
H (-0.6808, 2.7384, -0.2458)  0.2356
H (-1.5519, -1.0065, 0.8741)  0.4047
H (-0.9626, 0.2597, 1.8978)  0.3895
C (1.5438, -1.1926, -1.3946)  -0.6328
C (2.5071, -0.9035, -0.2673)  -0.0584
O (1.9109, -1.3110, 0.9661)  -0.7360
H (0.6991, -0.5038, -1.4392)  0.2210
H (2.0649, -1.1573, -2.3485)  0.2112
H (1.1191, -2.1862, -1.2462)  0.2168
H (2.7713, 0.1530, -0.1803)  0.1569
H (3.4289, -1.4652, -0.4450)  0.1549
H (2.3302, -0.8335, 1.6926)  0.4664

Record 3
This record from the OMol25 dataset describes a cluster of 2 separate species, C4H11NO2 in total. The level of theory is ωB97M-V with the def2-TZVPD basis set.

Values from the calculation:
structure (SMILES): CN[C@H](C)C=O.O

Last column: natural (NBO) charge in e.
CARTESIAN COORDINATES (ANGSTROEM)
C (-0.4986, -1.1678, -1.2763)  -0.4340
N (0.5312, -1.6600, -0.3251)  -0.6038
C (0.7564, -0.6661, 0.7555)  -0.1599
C (-0.4798, -0.0419, 1.3876)  -0.6510
C (1.8133, 0.2558, 0.1888)  0.4470
O (1.6521, 1.3917, -0.1738)  -0.5268
H (-1.5077, -1.2862, -0.8973)  0.1801
H (-0.4828, -1.7443, -2.2046)  0.1978
H (-0.1930, -0.1575, -1.5429)  0.2073
H (0.1462, -2.4941, 0.1012)  0.3520
H (1.2986, -1.2676, 1.4963)  0.2012
H (-0.2745, 0.3840, 2.3676)  0.2183
H (-1.2388, -0.8186, 1.5100)  0.2046
H (-0.8952, 0.6872, 0.6910)  0.2529
H (2.8043, -0.2248, 0.0842)  0.1090
O (-1.2970, 2.5580, -0.6219)  -0.9313
H (-0.8890, 2.8801, -1.4392)  0.4696
H (-1.2458, 3.3720, -0.1012)  0.4672

Record 4
This record from the OMol25 dataset describes the molecule C4H11NO2. The level of theory is ωB97M-V with the def2-TZVPD basis set.

Values from the calculation:
structure (SMILES): CCO[C@H](C)NO

Last column: natural (NBO) charge in e.
CARTESIAN COORDINATES (ANGSTROEM)
C (1.2105, 1.2880, 1.6649)  -0.6220
C (0.8454, 1.0154, 0.2174)  -0.0782
O (1.0620, -0.3646, -0.0425)  -0.5493
C (0.0043, -1.0973, -0.6475)  0.2196
C (-0.5814, -0.4750, -1.9143)  -0.6533
N (-0.9869, -1.5228, 0.3453)  -0.3532
O (-1.8697, -0.4045, 0.6346)  -0.6177
H (2.1646, 0.8190, 1.9271)  0.2126
H (0.4526, 0.8627, 2.3315)  0.2054
H (1.2750, 2.3626, 1.8568)  0.2077
H (-0.1787, 1.3462, 0.0288)  0.1873
H (1.5110, 1.5829, -0.4412)  0.1657
H (0.4851, -2.0274, -0.9720)  0.1880
H (-1.1238, 0.4548, -1.7184)  0.2197
H (-1.2755, -1.1680, -2.4019)  0.2238
H (0.2186, -0.2308, -2.6212)  0.2226
H (-0.4670, -1.6236, 1.2210)  0.3481
H (-2.7461, -0.8174, 0.5315)  0.4733

Record 5
This record from the OMol25 dataset describes the molecule C4H11NO2. The level of theory is ωB97M-V with the def2-TZVPD basis set.

Values from the calculation:
structure (SMILES): NCCOCCO

Last column: natural (NBO) charge in e.
CARTESIAN COORDINATES (ANGSTROEM)
N (-0.1664, 2.5866, -0.9417)  -0.8191
C (0.7119, 1.8575, -0.1487)  -0.2482
C (-0.0210, 0.7563, 0.6942)  -0.0849
O (-0.6142, -0.0794, -0.2463)  -0.5612
C (0.1458, -1.2076, -0.4328)  -0.0878
C (-0.1322, -2.3018, 0.5983)  -0.1015
O (-1.5169, -2.6387, 0.6888)  -0.7254
H (0.3444, 3.4058, -1.5695)  0.3563
H (-0.6809, 2.0913, -1.5458)  0.3564
H (1.6730, 1.5635, -0.6693)  0.1610
H (1.1402, 2.5335, 0.5278)  0.1867
H (-1.0566, 1.0580, 1.2110)  0.2150
H (0.6935, 0.1139, 1.3421)  0.1755
H (1.1444, -1.0646, -0.3172)  0.1650
H (-0.1885, -1.6833, -1.4816)  0.1813
H (0.3031, -1.9012, 1.5676)  0.1628
H (0.2400, -3.2667, -0.0002)  0.2009
H (-2.0198, -1.8232, 0.7232)  0.4671

Record 6
This record from the OMol25 dataset describes a cluster of 2 separate species, C4H11NO2 in total. The level of theory is ωB97M-V with the def2-TZVPD basis set.

Values from the calculation:
structure (SMILES): CCC(=O)NC.O

Last column: natural (NBO) charge in e.
CARTESIAN COORDINATES (ANGSTROEM)
C (0.1753, 1.6415, 1.4948)  -0.6068
C (-0.6079, 0.3203, 1.2964)  -0.5013
C (-0.9577, 0.0514, -0.1526)  0.6797
O (-2.1014, 0.0110, -0.5689)  -0.6286
N (0.1111, -0.1494, -0.9647)  -0.6374
C (-0.0949, -0.6657, -2.3014)  -0.4161
H (-0.2846, 2.2459, 2.2724)  0.2148
H (0.2221, 2.2133, 0.5749)  0.2154
H (1.2000, 1.4332, 1.8239)  0.2023
H (-0.0024, -0.5164, 1.6485)  0.2226
H (-1.5468, 0.3149, 1.8415)  0.2295
H (0.9712, -0.4280, -0.5183)  0.4083
H (-0.2708, -1.7409, -2.3032)  0.1865
H (-0.9585, -0.1754, -2.7446)  0.2276
H (0.7770, -0.4306, -2.9118)  0.1941
O (2.5939, -0.9568, 0.7567)  -0.9525
H (3.1447, -1.7329, 0.9080)  0.4828
H (3.2071, -0.2172, 0.6742)  0.4792

Record 7
This record from the OMol25 dataset describes the molecule C4H11NO2. The level of theory is ωB97M-V with the def2-TZVPD basis set.

Values from the calculation:
structure (SMILES): C[C@@H](O)[C@H](N)CO

Last column: natural (NBO) charge in e.
CARTESIAN COORDINATES (ANGSTROEM)
C (0.0241, 2.1110, 0.6773)  -0.6326
C (-0.2299, 0.8143, -0.1247)  0.0668
O (0.3349, 0.7659, -1.4811)  -0.7188
C (0.2714, -0.3333, 0.7155)  -0.0861
N (1.6424, -0.5067, 0.4834)  -0.8395
C (-0.4693, -1.5715, 0.2601)  -0.0903
O (-1.7819, -1.3538, -0.4621)  -0.7497
H (-0.7794, 2.8420, 0.3808)  0.2260
H (0.0579, 1.9447, 1.7165)  0.2155
H (1.0319, 2.3642, 0.3504)  0.1891
H (-1.2295, 0.7081, -0.5192)  0.2355
H (1.1224, 1.3713, -1.4560)  0.4533
H (0.0211, -0.1213, 1.8543)  0.1490
H (2.2704, 0.2343, 0.5837)  0.3660
H (2.0782, -1.2596, 1.0988)  0.3615
H (-0.4352, -2.4235, 0.8904)  0.1782
H (0.1455, -1.6981, -0.6208)  0.2001
H (-1.7832, -1.8347, -1.2862)  0.4758

Record 8
This record from the OMol25 dataset describes a cluster of 2 separate species, C4H11NO2 in total. The level of theory is ωB97M-V with the def2-TZVPD basis set.

Values from the calculation:
<S²>: 0.757
2S+1: 2
charge: +1

Last column: natural (NBO) charge in e.
CARTESIAN COORDINATES (ANGSTROEM)
C (-0.5542, 0.5930, 2.1357)  -0.7453
C (-0.3167, -0.6559, 1.3694)  0.7026
N (-0.0840, -0.4638, -0.1203)  -0.0299
C (0.8363, -1.4643, -0.6746)  -0.4636
C (-1.2159, -0.0988, -0.9513)  -0.4763
O (-0.3258, -1.7807, 1.7143)  -0.3880
H (-1.6112, 0.5788, 2.3577)  0.2830
H (-0.0134, 0.6836, 3.0737)  0.2990
H (-0.3261, 1.4729, 1.5370)  0.2428
H (0.2537, -2.2998, -0.9954)  0.2666
H (1.5369, -1.8186, 0.0741)  0.2601
H (1.3711, -1.0235, -1.5119)  0.2515
H (-1.6659, 0.7886, -0.5064)  0.2482
H (-0.8539, 0.1519, -1.9463)  0.2624
H (-1.9267, -0.9190, -1.0264)  0.2808
H (1.9279, 1.4213, -1.8092)  0.4518
H (1.0964, 2.4717, -1.0867)  0.4555
O (1.8716, 2.3623, -1.6334)  -0.9015

Record 9
This record from the OMol25 dataset describes the ion C4H11NO2 with charge +1. The level of theory is ωB97M-V with the def2-TZVPD basis set.

Values from the calculation:
<S²>: 0.754
2S+1: 2
charge: +1

Last column: natural (NBO) charge in e.
CARTESIAN COORDINATES (ANGSTROEM)
C (0.2429, -0.5375, 1.2636)  -0.0454
O (1.3567, -1.3192, 1.6172)  -0.7226
C (0.2821, -0.3380, -0.2722)  -0.1352
C (-0.5406, 0.7625, -0.9090)  0.0696
C (0.1153, 2.1346, -1.0053)  -0.6301
O (-1.6519, 0.8803, 0.0523)  -0.7246
N (0.2018, -1.6234, -0.9169)  -0.2865
H (0.2685, 0.4692, 1.6918)  0.2287
H (-0.7023, -0.9602, 1.6099)  0.2098
H (1.3883, -1.3377, 2.5843)  0.5087
H (1.3838, -0.2012, -0.4062)  0.2984
H (-1.0686, 0.3980, -1.7933)  0.2004
H (-0.6921, 2.7548, -1.3906)  0.2316
H (1.0075, 2.0932, -1.6234)  0.2386
H (0.3061, 2.5278, -0.0079)  0.2363
H (-2.0883, 1.6858, -0.2482)  0.4836
H (0.5906, -2.3531, -0.3093)  0.4280
H (-0.7738, -1.7995, -1.1796)  0.4108

Record 10
This record from the OMol25 dataset describes a cluster of 2 separate species, C4H11NO2S in total. The level of theory is ωB97M-V with the def2-TZVPD basis set.

Values from the calculation:
<S²>: 0.759
2S+1: 2
charge: -1

Last column: natural (NBO) charge in e.
CARTESIAN COORDINATES (ANGSTROEM)
C (-0.2732, -1.0168, -1.3450)  -0.6185
C (0.5216, -0.2189, -0.3217)  -0.0595
C (2.0533, -0.2447, -0.5959)  -0.5463
S (2.4746, 1.0568, -1.7385)  -0.3658
N (0.3150, -0.5924, 1.0350)  -0.5198
C (-0.9712, -0.3585, 1.8284)  0.1359
O (-1.1493, -1.3116, 2.6935)  -0.7863
H (-1.3247, -0.9575, -1.0457)  0.2023
H (0.0495, -2.0495, -1.3978)  0.1999
H (-0.2798, -0.4857, -2.3036)  0.2202
H (0.2465, 0.8260, -0.3857)  0.1693
H (2.5757, -0.2245, 0.3366)  0.2054
H (2.3019, -1.1577, -1.1338)  0.1993
H (0.6613, -1.5177, 1.2424)  0.3651
H (-0.9420, 0.6721, 2.2115)  0.1100
H (-1.7331, -0.3426, 0.9801)  0.0903
H (-2.2689, 2.4711, -0.0537)  0.4624
H (-0.7720, 2.4468, -0.1713)  0.4749
O (-1.4852, 3.0054, 0.1654)  -0.9387

Record 11
This record from the OMol25 dataset describes a cluster of 2 separate species, C4H11NO3 in total. The level of theory is ωB97M-V with the def2-TZVPD basis set.

Values from the calculation:
charge: -2

Last column: natural (NBO) charge in e.
CARTESIAN COORDINATES (ANGSTROEM)
C (0.4847, 1.0920, 0.4409)  -0.2280
C (1.2091, 0.0045, -0.4835)  -0.4381
C (1.3140, -1.4699, 0.0592)  -0.0334
O (1.0823, -2.3549, -0.9767)  -1.0038
N (-0.9329, 0.9966, 0.3724)  -0.7066
C (-1.6949, 1.6055, 1.5357)  0.1405
O (-1.0647, 1.4760, 2.7085)  -0.9585
H (0.8168, 2.1066, 0.1152)  0.1292
H (0.7885, 1.1465, 1.4926)  0.2006
H (0.6235, -0.1465, -1.3892)  0.1984
H (2.2197, 0.3002, -0.7050)  0.1634
H (2.2572, -1.7748, 0.5557)  0.0935
H (0.4757, -1.5172, 0.7945)  0.0956
H (-1.2493, 0.0361, 0.4053)  0.3401
H (-2.7790, 1.2533, 1.5424)  0.0436
H (-1.9967, 2.6115, 1.1584)  0.0310
H (0.2438, -1.9967, -2.3960)  0.5190
H (-1.1466, -1.3649, -2.3510)  0.4528
O (-0.6512, -2.0038, -2.8794)  -1.0393

Record 12
This record from the OMol25 dataset describes the molecule C4H11NO3. The level of theory is ωB97M-V with the def2-TZVPD basis set.

Values from the calculation:
structure (SMILES): C[C@H](O)[C@@](N)(O)CO

Last column: natural (NBO) charge in e.
CARTESIAN COORDINATES (ANGSTROEM)
C (-1.8044, -1.2612, 0.2014)  -0.6380
C (-0.8706, 0.0571, 0.4304)  0.0702
O (-1.4746, 1.0685, -0.3702)  -0.7459
C (0.5404, -0.2597, -0.0562)  0.3569
N (1.2157, -1.3701, 0.5168)  -0.8467
O (0.5823, -0.3837, -1.4509)  -0.7431
C (1.3647, 1.1858, 0.3574)  -0.1029
O (0.8670, 2.3298, -0.3570)  -0.7461
H (-2.8388, -0.9700, 0.4044)  0.2228
H (-1.5189, -2.0688, 0.8799)  0.2009
H (-1.7651, -1.6148, -0.8327)  0.2150
H (-0.9216, 0.2986, 1.4936)  0.1823
H (-0.9389, 1.8842, -0.2371)  0.5024
H (2.0822, -1.5567, 0.0189)  0.3761
H (0.6494, -2.2131, 0.5082)  0.3726
H (-0.1908, 0.1247, -1.7731)  0.4871
H (1.3304, 1.3895, 1.4324)  0.1850
H (2.4158, 1.0575, 0.0754)  0.1666
H (1.2758, 2.3020, -1.2414)  0.4849

no.,DFT total energy (eV)
1,-9910.7908
2,-9911.6920
3,-9910.5497
4,-9909.5466
5,-9908.3528
6,-9911.9413
7,-9909.2959
8,-9902.2656
9,-9901.7437
10,-20745.0746
11,-11955.2998
12,-11958.3850